No. 1
{
  "formula": "C33H49BN6O3Pt",
  "method": "ωB97M-V/def2-TZVPD",
  "spin_multiplicity": 1,
  "homo_energy_ev": -7.9,
  "charge": 0,
  "total_energy_ev": -54025.9813,
  "species": ["Pt", "C", "C", "C", "C", "N", "N", "B", "N", "N", "C", "C", "C", "C", "C", "C", "C", "C", "N", "N", "C", "C", "C", "C", "C", "C", "C", "C", "C", "C", "C", "C", "H", "H", "H", "H", "H", "H", "H", "H", "H", "H", "H", "H", "H", "H", "H", "H", "H", "H", "H", "H", "H", "H", "H", "H", "H", "H", "H", "H", "H", "H", "H", "H", "H", "H", "H", "H", "H", "H", "H", "H", "C", "O", "C", "C", "C", "C", "C", "C", "O", "C", "O", "C", "H", "H", "H", "H", "H", "H", "H", "H", "H"],
  "positions_angstrom": [[0.827, 0.411, -0.247], [-3.960, 2.684, 0.887], [-2.933, 2.147, -0.050], [-2.932, 2.133, -1.423], [-1.734, 1.510, -1.803], [-1.052, 1.189, -0.707], [-1.812, 1.549, 0.378], [-1.358, 1.290, 1.843], [0.042, 1.989, 1.949], [0.825, 2.122, 0.827], [1.694, 3.113, 1.062], [1.508, 3.584, 2.359], [0.448, 2.867, 2.874], [-0.203, 2.990, 4.208], [2.588, 3.784, 0.031], [4.039, 3.731, 0.518], [2.458, 3.190, -1.370], [2.150, 5.255, -0.049], [-1.480, -0.221, 2.184], [-1.467, -1.141, 1.176], [-2.079, -2.219, 1.634], [-2.467, -2.032, 2.977], [-2.095, -0.748, 3.277], [-2.283, 0.011, 4.547], [-2.426, -3.403, 0.765], [-1.662, -4.640, 1.247], [-2.128, -3.112, -0.701], [-3.932, -3.673, 0.904], [-1.313, 1.287, -3.243], [-1.226, 2.658, -3.927], [0.022, 0.572, -3.405], [-2.400, 0.443, -3.921], [-4.778, 3.118, 0.315], [-3.546, 3.456, 1.535], [-4.365, 1.901, 1.527], [-3.697, 2.527, -2.069], [-2.095, 1.839, 2.609], [2.032, 4.389, 2.843], [0.269, 3.792, 4.772], [-0.105, 2.069, 4.780], [-1.266, 3.208, 4.114], [4.340, 2.708, 0.726], [4.159, 4.304, 1.439], [4.707, 4.155, -0.234], [2.722, 2.141, -1.408], [3.124, 3.735, -2.043], [1.437, 3.296, -1.741], [2.189, 5.742, 0.925], [1.131, 5.337, -0.428], [2.812, 5.798, -0.726], [-2.985, -2.717, 3.625], [-2.803, -0.614, 5.271], [-2.868, 0.918, 4.396], [-1.329, 0.305, 4.984], [-0.586, -4.463, 1.260], [-1.868, -5.489, 0.590], [-1.967, -4.915, 2.258], [-1.080, -2.880, -0.870], [-2.719, -2.263, -1.046], [-2.399, -3.984, -1.304], [-4.218, -3.859, 1.939], [-4.206, -4.553, 0.316], [-4.512, -2.825, 0.539], [-0.469, 3.283, -3.451], [-2.176, 3.191, -3.885], [-0.953, 2.530, -4.977], [0.846, 1.138, -2.969], [0.224, 0.458, -4.473], [0.018, -0.420, -2.958], [-3.374, 0.932, -3.881], [-2.491, -0.531, -3.440], [-2.142, 0.285, -4.970], [0.985, -6.203, -2.176], [2.254, -5.893, -1.627], [2.486, -4.614, -1.262], [3.759, -4.397, -0.677], [4.092, -3.134, -0.308], [3.199, -2.040, -0.449], [3.616, -0.734, -0.059], [5.079, -0.444, 0.136], [2.842, 0.239, 0.125], [1.912, -2.272, -1.013], [1.043, -1.353, -1.238], [1.592, -3.589, -1.440], [0.990, -7.273, -2.361], [0.826, -5.671, -3.117], [0.186, -5.951, -1.477], [4.429, -5.233, -0.549], [5.069, -2.963, 0.124], [5.688, -0.980, -0.588], [5.395, -0.748, 1.136], [5.250, 0.622, 0.034], [0.632, -3.733, -1.910]],
  "mulliken_charge": [2.3075, -1.5026, 0.3316, -1.0225, -0.4126, -0.4953, 0.5035, -0.7095, 1.1048, 0.3935, -0.6647, -1.1886, 0.2963, -1.2721, 2.9737, -1.7674, -1.9751, -1.8545, 0.6880, 0.1866, -0.3894, -1.2913, 0.3872, -1.2394, 2.7804, -1.8511, -1.6090, -1.8433, 2.9565, -1.6899, -1.7908, -1.7117, 0.4062, 0.2647, 0.2716, 0.5934, -0.2550, 0.5509, 0.3932, 0.1204, 0.2938, 0.2011, 0.3472, 0.4704, 0.1081, 0.6234, 0.2585, 0.3584, 0.3700, 0.4708, 0.4766, 0.3748, 0.2678, 0.1187, 0.3401, 0.4461, 0.3492, -0.2258, 0.3558, 0.5669, 0.3451, 0.4603, 0.3658, 0.2415, 0.3401, 0.4599, 0.0530, 0.5081, 0.2737, 0.3436, 0.2057, 0.4738, -0.5940, -0.4746, 1.0673, -1.0629, -0.8299, -0.1315, 1.2894, -1.8398, -0.6266, 0.2149, -1.2969, -0.5467, 0.2599, 0.3187, 0.1440, 0.4678, 0.4455, 0.4583, 0.3981, 0.2566, 0.4657]
}

No. 2
{
  "formula": "C20H43Cl3F6O2P3ScSi",
  "method": "ωB97M-V/def2-TZVPD",
  "spin_multiplicity": 2,
  "de_lowest_kcal_mol": 0.0,
  "s_squared": 0.7545,
  "homo_energy_ev": -7.3,
  "charge": 1,
  "total_energy_ev": -135847.4038,
  "species": ["Sc", "C", "P", "C", "C", "C", "P", "C", "C", "H", "H", "H", "H", "H", "H", "H", "H", "H", "H", "H", "H", "H", "H", "H", "H", "Cl", "C", "Cl", "Cl", "C", "O", "O", "C", "C", "C", "C", "Si", "C", "C", "C", "C", "C", "C", "C", "C", "H", "H", "H", "H", "H", "H", "H", "H", "H", "H", "H", "H", "H", "H", "H", "H", "H", "H", "H", "H", "H", "H", "H", "H", "H", "H", "H", "F", "P", "F", "F", "F", "F", "F"],
  "positions_angstrom": [[5.414, 7.985, 13.510], [8.111, 9.259, 17.161], [9.931, 9.436, 17.073], [10.053, 11.101, 17.712], [10.682, 8.260, 18.369], [11.510, 7.301, 17.398], [11.276, 8.075, 15.808], [10.676, 6.807, 14.676], [12.823, 8.893, 15.213], [7.604, 9.721, 16.309], [7.798, 9.681, 18.156], [7.792, 8.204, 17.125], [11.137, 11.389, 17.745], [9.639, 11.280, 18.692], [9.553, 11.878, 17.130], [9.775, 7.723, 18.743], [11.270, 8.695, 19.177], [11.129, 6.259, 17.365], [12.554, 7.329, 17.594], [11.129, 5.861, 14.922], [10.739, 7.089, 13.602], [9.573, 6.671, 14.852], [13.270, 9.325, 16.076], [12.704, 9.567, 14.316], [13.437, 8.005, 14.948], [7.351, 3.476, 13.842], [6.165, 4.228, 13.049], [4.794, 8.285, 15.675], [5.030, 3.198, 12.278], [5.810, 5.661, 13.237], [6.772, 6.453, 13.645], [4.630, 6.153, 13.022], [9.269, 6.978, 4.482], [9.224, 7.235, 6.005], [10.692, 7.471, 6.443], [8.727, 5.964, 6.678], [8.100, 8.757, 6.603], [9.009, 10.399, 7.020], [8.167, 11.696, 7.319], [9.744, 10.261, 8.379], [9.894, 10.826, 5.756], [6.074, 8.732, 6.532], [5.788, 7.893, 7.756], [5.354, 10.058, 6.501], [5.839, 8.109, 5.168], [10.158, 6.361, 4.314], [9.504, 7.815, 3.830], [8.450, 6.401, 4.098], [11.303, 6.633, 6.048], [10.666, 7.497, 7.525], [11.189, 8.359, 6.032], [7.940, 6.197, 7.601], [9.553, 5.346, 7.031], [8.142, 5.358, 6.013], [7.571, 11.596, 8.232], [7.494, 11.993, 6.456], [8.824, 12.524, 7.631], [10.008, 11.305, 8.771], [10.648, 9.695, 8.191], [9.190, 9.765, 9.245], [9.138, 11.149, 5.065], [10.409, 9.919, 5.246], [10.647, 11.537, 6.114], [5.522, 6.861, 7.441], [5.005, 8.354, 8.431], [6.625, 7.781, 8.464], [5.379, 10.658, 7.434], [4.316, 9.884, 6.380], [5.789, 10.643, 5.611], [6.614, 8.540, 4.465], [4.884, 8.471, 4.795], [5.926, 7.061, 4.984], [8.601, 9.701, 11.385], [7.033, 9.798, 11.670], [5.463, 9.852, 11.993], [6.706, 10.142, 10.132], [7.274, 9.345, 13.308], [6.866, 8.172, 11.423], [7.132, 11.343, 12.020]],
  "mulliken_spin": [-0.0001, 0.0143, 0.3944, 0.0750, 0.0011, -0.0048, 0.4142, 0.0317, -0.0014, 0.0037, 0.0100, -0.0019, -0.0059, 0.0273, 0.0000, 0.0059, -0.0061, -0.0057, 0.0111, 0.0245, -0.0012, 0.0059, 0.0046, 0.0021, -0.0001, 0.0000, 0.0000, 0.0003, 0.0000, 0.0004, -0.0006, 0.0000, 0.0000, 0.0000, 0.0000, 0.0000, -0.0001, 0.0001, 0.0001, 0.0000, 0.0000, 0.0001, -0.0001, -0.0001, 0.0000, 0.0000, 0.0000, 0.0000, 0.0000, 0.0000, 0.0000, 0.0000, 0.0000, 0.0000, 0.0000, 0.0000, 0.0000, 0.0000, 0.0000, 0.0000, 0.0000, 0.0000, 0.0000, 0.0000, 0.0000, 0.0000, 0.0000, 0.0000, 0.0000, 0.0000, 0.0000, 0.0000, 0.0001, -0.0001, 0.0000, 0.0000, 0.0012, 0.0000, 0.0000]
}

No. 3
{
  "formula": "C8H6ClF3NO2",
  "method": "ωB97M-V/def2-TZVPD",
  "spin_multiplicity": 1,
  "de_lowest_kcal_mol": 80.2,
  "homo_energy_ev": -3.1,
  "charge": -1,
  "total_energy_ev": -34650.7332,
  "species": ["C", "C", "C", "C", "C", "C", "C", "C", "N", "O", "O", "F", "F", "F", "Cl", "H", "H", "H", "H", "H", "H"],
  "positions_angstrom": [[1.442, -0.613, -1.834], [1.765, 0.276, -0.891], [-0.426, -1.242, 1.298], [0.652, -1.244, 0.360], [0.723, -1.662, -1.045], [1.637, 0.663, 1.581], [-1.902, 0.321, 0.566], [-2.025, 0.839, -0.903], [1.476, -0.104, 0.375], [-0.837, -1.712, 2.295], [0.257, -2.726, -1.487], [-1.207, 1.718, -1.342], [-1.892, -0.201, -1.782], [-3.315, 1.289, -1.144], [-3.619, 0.006, 0.978], [1.652, -0.626, -2.867], [2.070, 1.221, -0.965], [2.382, 1.380, 1.372], [0.818, 1.267, 1.810], [1.959, -0.013, 2.260], [-1.610, 1.161, 1.365]],
  "mulliken_charge": [-0.8169, -0.4616, 0.5752, -0.4574, 0.8606, -1.2020, -0.3508, 0.7847, 0.1543, -0.4275, -0.7701, -0.2512, -0.2738, -0.3138, -0.2747, 0.4283, 0.5182, 0.4292, 0.3370, 0.4355, 0.0767]
}